Formula: C19H66N8O14
Source: the OMol25 dataset
Level of theory: wB97M-V/def2-TZVPD

Computed properties:
* energy relative to the best compared isomer or geometry (same formula, charge and spin): 31.1 kcal per mole
* gap between HOMO and LUMO: 0.3222 Ha
* net charge: 0
* spin multiplicity: 1
* E: -61354.056 eV

Structure (XYZ):
```
107
Properties=species:S:1:pos:R:3:forces:R:3:lowdin_charge:R:1
C -15.123762 -1.529460 17.964882 0.4050 1.4903 0.7216 -0.034
C -16.015862 -1.343191 19.241163 1.1159 -0.6352 -0.1425 -0.270
O -17.143806 -2.173396 19.206674 -0.5629 -0.5886 -1.3979 -0.086
H -15.260293 -0.848717 17.118921 -0.9596 0.4859 0.4568 0.078
H -15.191934 -2.450593 17.471167 -0.2810 -1.8858 -0.0568 0.038
H -14.060937 -1.332620 18.106457 0.0997 -0.2706 0.7245 0.060
H -16.313708 -0.349141 19.317621 -0.7484 2.1021 -0.4421 0.081
H -15.575459 -1.455932 20.242395 0.9169 -0.5539 -0.5612 0.093
H -17.538213 -2.264218 20.063594 -0.1416 0.1414 0.6790 0.066
C -10.354039 -2.465016 15.786974 0.6989 1.5626 2.2264 -0.057
C -11.368557 -1.582240 16.611860 1.1583 -1.4359 -0.0067 -0.296
O -12.470497 -1.327490 15.794107 -1.1208 0.4810 0.5747 -0.095
H -10.713749 -3.190798 15.108018 -0.9854 -0.3927 -0.6374 0.043
H -9.702780 -3.000736 16.474785 0.1816 -0.1207 0.1572 0.049
H -9.716012 -1.757500 15.296644 0.4159 0.1619 -0.7735 0.062
H -10.929786 -0.605968 16.893080 -0.0048 -0.4847 -0.3217 0.114
H -11.536024 -2.102908 17.613076 -0.5997 0.5158 -1.1450 0.084
H -13.062102 -2.098384 15.832055 0.5577 0.1625 -0.0168 0.023
C -10.911202 -6.020112 15.518753 -0.5147 -0.9545 0.5881 -0.071
C -9.445869 -6.324098 15.565817 1.5791 0.3029 1.1658 -0.343
O -8.692801 -5.440021 14.769595 1.7836 1.0638 -0.3509 -0.091
H -11.497487 -6.804704 16.010122 0.3214 -0.6116 -0.5022 0.055
H -11.278261 -5.905390 14.495164 0.1305 0.1307 0.1714 0.103
H -11.222478 -5.240458 16.170039 0.1824 1.5035 -0.0350 0.023
H -9.239352 -7.317015 15.249514 -0.1642 -1.2329 -0.6456 0.091
H -8.904749 -6.282425 16.536581 -1.3270 -0.0147 0.2591 0.108
H -7.765138 -5.360293 15.144110 -1.8984 -0.1998 -0.7783 0.120
C -11.714260 -1.989576 21.302393 -0.5061 1.9987 -1.5910 -0.050
C -12.825420 -2.794406 20.517361 2.7743 2.5059 0.1756 -0.306
O -12.821855 -4.007572 21.176445 -0.2522 -1.6428 -0.9624 -0.133
H -10.719136 -2.338118 21.004106 -0.2807 -0.2079 0.2055 0.059
H -11.822403 -2.072909 22.376270 -0.1855 -0.2821 0.1870 0.063
H -11.706435 -0.869172 21.076407 -0.2295 -1.3410 0.1435 0.089
H -12.449539 -2.932990 19.455259 -0.6783 0.4129 1.0048 0.098
H -13.810860 -2.338292 20.518220 0.0065 0.1842 -0.0822 0.074
H -12.966421 -4.559061 20.382877 -0.6277 -1.3741 1.4133 0.040
C -12.024778 -7.351714 22.040878 0.9218 -0.5555 0.4323 -0.052
C -11.332812 -7.692285 23.377497 -0.0927 2.5075 -1.8807 -0.341
O -12.270683 -7.651566 24.352372 -2.8252 0.1745 2.6212 -0.065
H -11.293030 -7.229521 21.242906 0.0977 -0.3650 -0.1406 0.059
H -12.482950 -6.381301 22.105543 -0.5472 0.2919 0.2109 0.056
H -12.749714 -8.148728 21.806932 0.2104 0.5170 -0.0525 0.069
H -10.580352 -6.967772 23.679613 0.6954 -0.0448 -0.7537 0.119
H -10.988234 -8.655355 23.377919 1.6616 -2.4835 -0.4952 0.078
H -11.928776 -7.195708 25.119377 -0.0799 -0.0307 0.1517 0.083
C -14.964270 -9.295660 19.056201 3.4031 0.2990 3.3542 -0.549
O -13.883696 -8.906600 19.801468 -4.2538 -1.4936 -3.7547 -0.106
N -14.997875 -9.563457 17.759664 1.0283 0.2112 -0.4018 0.224
N -16.148494 -9.479491 19.684949 -2.6465 -0.9745 1.0830 0.096
H -14.135624 -9.496498 17.239199 0.1306 0.2466 -0.0411 0.052
H -15.766792 -9.887658 17.188951 -0.2863 0.1438 0.6784 0.137
H -16.264352 -9.554777 20.727430 0.7138 0.3332 -1.8379 0.160
H -17.026897 -9.702453 19.126828 1.8516 0.2635 1.0107 0.160
C -17.304895 -6.167252 18.450014 -2.1475 -4.8890 -5.6933 -0.678
O -17.831917 -6.874182 17.366889 1.8107 3.1193 4.9227 -0.169
N -16.587448 -6.726402 19.354851 3.2967 -4.6456 2.8056 0.156
N -17.436622 -4.908647 18.642538 -1.9630 5.0685 -1.8389 0.155
H -16.431858 -7.823768 19.351020 -0.5156 3.7630 0.0836 0.086
H -15.988921 -6.109587 19.948499 -0.8633 -0.8589 -0.4336 0.098
H -17.993373 -4.512381 17.887736 0.3189 0.3941 0.3898 0.123
H -16.825980 -4.242828 19.156331 -0.4924 -1.1244 -0.2262 0.072
C -13.146644 -10.161387 15.140987 -3.0112 0.3351 -7.6025 -0.561
O -13.979476 -9.931220 13.978798 4.0167 -1.3457 6.0708 -0.195
N -12.472642 -11.307198 15.338757 -0.0888 -3.3611 -3.3936 0.140
N -12.867709 -9.209282 15.967644 -1.3036 3.8807 0.5190 0.108
H -12.257013 -12.031509 14.549374 -1.3133 2.3519 1.8685 0.169
H -11.857062 -11.449436 16.084390 0.7947 0.3730 1.3502 0.070
H -13.347270 -8.237304 15.815074 0.8036 -2.1617 0.1636 0.111
H -12.212963 -9.282759 16.737646 0.3124 -0.1206 0.1568 0.043
C -16.060574 -3.927962 21.864297 2.5499 -1.9757 -2.6830 -0.637
O -15.628839 -4.323495 20.689047 -2.0230 1.7107 3.6560 -0.063
N -17.261220 -3.994305 22.356503 -7.9292 -2.5255 -2.2023 0.154
N -15.231076 -3.469927 22.777518 1.1252 0.9781 1.2557 0.193
H -18.054716 -4.469604 21.755686 2.5583 1.2546 1.1801 0.178
H -17.671674 -3.906058 23.288739 1.4692 0.4288 -0.3151 0.125
H -14.334549 -3.542083 22.401630 2.3610 -0.1189 0.0700 0.055
H -15.379525 -3.554072 23.784936 0.0279 0.0950 -0.8974 0.137
C -10.346122 -8.339904 18.408302 1.1759 -1.7868 0.2946 -0.097
O -11.505397 -9.132886 18.165994 -0.3475 0.2645 0.3185 -0.181
H -10.598651 -7.393397 18.885023 0.1735 0.0275 0.0349 0.061
H -9.791025 -8.179226 17.437590 -0.7266 -0.2266 1.1156 0.081
H -9.759725 -9.050673 19.080726 0.1124 1.6636 -0.6504 0.110
H -12.054375 -9.161959 18.976870 -0.1381 0.0929 -0.3430 0.068
C -14.281093 -3.466324 14.271357 -0.7455 -0.6671 0.4337 -0.090
O -13.533331 -3.746201 15.461777 -0.4648 0.3829 -0.3199 -0.152
H -13.635368 -3.594370 13.400835 -0.3391 0.0345 -0.1330 0.097
H -14.704890 -2.475774 14.320059 0.2864 0.5099 0.0005 0.083
H -15.164533 -4.136979 14.297875 0.5417 0.2442 -0.6249 0.074
H -13.473810 -4.692945 15.424285 0.3972 -0.9456 0.4864 0.033
C -15.558537 -6.634296 15.463150 -2.0383 0.0521 -1.4546 -0.149
O -14.244272 -6.982082 15.175879 2.1276 0.7709 -0.7821 -0.165
H -16.095503 -7.553416 15.686176 -0.6192 0.3363 -0.2875 0.076
H -16.018381 -5.977660 14.670968 0.2038 -1.3141 0.1246 0.097
H -15.720286 -5.974147 16.279353 0.8904 0.2696 1.3490 0.049
H -14.113050 -7.315790 14.257951 -0.6142 0.0770 0.8361 0.122
C -9.937185 -4.400428 18.907424 1.4895 0.2301 0.4264 -0.175
O -10.176607 -4.741761 20.245086 -0.4887 -0.3674 0.3600 -0.114
H -10.482568 -4.974163 18.193145 -0.4341 -0.7201 -0.4970 0.034
H -8.845346 -4.514113 18.702160 -0.7603 -0.0611 0.1965 0.104
H -10.165342 -3.367332 18.740940 -0.1697 0.8736 -0.2558 0.047
H -11.129948 -4.631405 20.456359 0.8873 -0.1419 0.0108 0.039
C -13.224784 -5.326897 18.228964 0.9818 0.7263 -1.9642 -0.133
O -12.876642 -6.040831 19.373919 1.6966 2.7616 0.2221 -0.087
H -13.245729 -5.929130 17.323183 -0.0668 -0.4313 0.0153 0.070
H -12.548232 -4.467965 17.930412 -0.1783 -1.0404 0.9506 0.086
H -14.162665 -4.866015 18.317204 -1.6893 0.5855 0.2853 0.060
H -13.186414 -6.903961 19.327412 -1.1795 -2.8437 0.0548 0.021
```
Forces are in eV/Å.